2 unconnected molecules or ions with the total composition CH8N3O. Source: the OMol25 dataset; level of theory: ωB97M-V/def2-TZVPD.

```
13
CH8N3O (ωB97M-V/def2-TZVPD)
N -0.44 -1.03 -0.21
C -0.21 0.14 -0.78
N 0.96 0.76 -0.63
N -1.18 0.74 -1.50
H -1.40 -1.33 -0.34
H 0.25 -1.76 -0.09
H 1.05 1.63 -1.11
H 1.81 0.33 -0.34
H -1.16 1.73 -1.65
H -1.61 0.14 -2.18
H 1.39 -0.30 2.98
H 0.04 -0.76 3.27
O 0.52 -0.31 2.57
```

Calculated values
HOMO energy	-15.04	eV
charge	+1
ΔE to the lowest compared entry with this formula, charge and spin	0.850	eV
total energy	-282.19790	Ha